The molecule C2H4N2O3 in a non-equilibrium geometry, computed with wB97M-V/def2-TZVPD.

Structure (XYZ):
```
11
Properties=species:S:1:pos:R:3:nbo_charge:R:1
O 1.62 1.65 0.20 -0.58
C 1.28 0.50 0.10 0.73
N 1.65 -0.61 -0.55 -0.33
O 0.67 -1.35 -0.03 -0.24
N 0.08 -0.19 0.60 -0.21
C -1.35 -0.14 0.36 0.07
O -1.56 0.57 -0.83 -0.72
H 2.63 -0.95 -0.55 0.39
H -1.77 0.13 1.24 0.18
H -1.53 -1.19 0.18 0.20
H -1.72 1.59 -0.71 0.49
```

max |F|	4.7	eV Å⁻¹
spin multiplicity	1
DFT total energy	-413.68259	hartree
energy above the lowest of the compared OMol25 structures with the same formula, charge and spin	131.2	kcal/mol

The molecule C2H4N2O3 in a non-equilibrium geometry, computed with wB97M-V/def2-TZVPD.

Structure (XYZ):
```
11
Properties=species:S:1:pos:R:3:nbo_charge:R:1
O -1.94 0.35 -0.36 -0.61
C -1.62 -0.78 0.06 0.53
N -0.32 -1.27 0.22 -0.68
C 0.88 -0.42 0.08 0.73
O 2.01 -0.99 -0.18 -0.64
N 0.88 0.96 -0.17 -0.30
O 0.19 1.89 0.35 -0.52
H -2.57 -1.36 0.45 0.15
H -0.14 -2.31 0.37 0.45
H 1.84 1.04 -0.29 0.39
H -0.66 1.98 -0.17 0.50
```

max |F|	6.6	eV Å⁻¹
spin multiplicity	1
DFT total energy	-413.76022	hartree
energy above the lowest of the compared OMol25 structures with the same formula, charge and spin	82.5	kcal/mol

The molecule C2H4N2O3 in a non-equilibrium geometry, computed with wB97M-V/def2-TZVPD.

Structure (XYZ):
```
11
Properties=species:S:1:pos:R:3:nbo_charge:R:1
N -0.91 -0.06 -1.05 -0.81
C 0.01 -0.09 -0.03 0.25
N 0.99 0.76 0.13 -0.23
O 1.07 1.63 -0.98 -0.61
C 0.01 -1.27 0.94 0.79
O 0.46 -2.37 0.85 -0.49
O -0.81 -0.66 1.94 -0.72
H -0.67 0.61 -1.78 0.42
H -1.37 -0.94 -1.26 0.41
H 1.92 2.08 -0.83 0.49
H -0.70 0.30 2.07 0.51
```

max |F|	3.0	eV Å⁻¹
spin multiplicity	1
DFT total energy	-413.77834	hartree
energy above the lowest of the compared OMol25 structures with the same formula, charge and spin	71.1	kcal/mol

A cluster of 2 separate species, C2H4N2O3 in total in a non-equilibrium geometry, computed with wB97M-V/def2-TZVPD.

Structure (XYZ):
```
11
Properties=species:S:1:pos:R:3:nbo_charge:R:1
C -0.98 -1.06 0.24 -0.21
N -1.24 0.15 -0.08 0.38
O -0.46 1.10 -0.20 -0.55
O -2.58 0.43 -0.30 -0.53
H 0.04 -1.34 0.42 0.23
H -1.77 -1.78 0.30 0.22
H -2.66 1.36 -0.54 0.50
N 3.36 -0.95 -0.39 -0.46
C 2.80 -0.02 -0.02 0.55
O 2.21 1.01 0.42 -0.67
H 1.26 1.10 0.15 0.54
```

max |F|	1.3	eV Å⁻¹
spin multiplicity	1
DFT total energy	-413.69795	hartree
energy above the lowest of the compared OMol25 structures with the same formula, charge and spin	121.6	kcal/mol

no.,HOMO (eV),Kohn-Sham gap (hartree)
1,-9.09,0.36001
2,-9.62,0.37121
3,-9.19,0.35997
4,-10.41,0.39411